Entry 1:
DFT (wB97M-V/def2-TZVPD) results for a structure of composition C24H41F3LuO3P2S in a non-equilibrium geometry.

Structure (XYZ):
```
75
Properties=species:S:1:pos:R:3:forces:R:3
H -2.00415 0.34301 3.15541 -0.15 -0.22 -0.11
C 1.73769 -4.02508 1.99761 0.31 -0.35 -0.13
H -5.43280 2.84691 -1.22611 0.51 0.14 0.09
H -2.45833 -1.04621 -1.50028 -0.04 0.44 -0.05
C 0.44972 0.67515 -4.47020 0.42 0.30 -0.34
C -2.92251 1.59460 -3.13955 0.25 0.16 -0.82
H -3.58587 3.75160 0.19126 -0.33 -0.48 -0.16
F 5.47988 2.37787 2.57554 -1.27 0.17 -0.47
H -5.04995 1.38276 -3.00410 0.13 -0.03 0.26
C -4.41667 2.43864 -1.26436 -0.08 0.25 0.33
H 0.84827 1.54313 -4.99777 0.18 -0.23 -0.19
H -2.27401 -2.96077 1.28027 0.18 -0.12 -0.03
C -0.64399 -1.23445 2.67780 0.92 -0.68 -0.42
C -2.09092 2.24133 -0.34492 0.27 -0.01 0.42
O 4.12279 2.82270 -0.27122 -0.09 -0.07 0.29
H -2.39199 -1.20085 3.91960 0.17 0.10 -0.25
H -1.59875 2.66586 0.54449 -0.14 -0.15 -0.24
H 1.51232 1.21992 -0.94552 -0.66 -0.35 -1.17
P 0.21446 -1.05049 -1.09193 -3.59 -0.07 -0.57
C 0.64826 0.44242 4.15132 0.08 0.57 0.48
H 1.58471 -4.40339 0.97729 0.04 -0.12 0.18
H 2.91746 -1.46127 -0.46428 0.03 -1.11 -0.72
H 3.39139 -0.53353 3.53571 -0.03 -0.34 0.05
H 0.71536 3.29681 -3.69307 0.03 0.09 0.29
C -0.33395 -2.47471 2.05398 0.60 0.74 0.48
H -1.22447 -2.10192 -2.88753 0.30 0.32 0.28
C 0.12124 3.02744 -2.81133 0.53 0.80 -0.26
H 2.81933 -3.93791 2.17372 -0.29 -0.10 -0.15
H 1.98766 0.18794 -2.34784 -0.23 0.20 0.30
C 1.62591 -1.59937 2.89770 -0.20 0.10 -0.81
H 1.60373 0.96976 4.07570 -0.26 -0.05 0.15
C -2.00412 -0.74336 2.99356 -0.59 0.36 0.01
C 3.00277 -1.55824 3.46442 0.60 -0.07 0.53
H 0.53340 -2.10488 -3.26551 -0.19 -0.23 -0.05
H 3.71015 -2.14341 2.85605 -0.13 0.22 0.22
C 0.56625 -0.67453 3.17947 0.13 -0.30 -0.78
H 1.20541 -0.11422 -4.44209 -0.10 0.14 -0.05
C 2.02568 -1.97353 -0.94531 0.86 -0.07 -0.45
H -0.83667 3.54925 -2.90983 0.14 -0.30 0.07
H -2.58151 2.63789 -3.09664 -0.34 -0.21 0.22
C -4.20260 1.37666 -2.30774 -0.10 0.14 -0.22
S 3.56591 2.01719 0.75391 -0.76 -1.52 0.99
F 3.53678 1.76892 3.38967 0.68 0.89 -1.38
H 1.36907 -4.80234 2.69322 0.06 0.32 -0.30
H 0.55267 0.08954 5.19427 0.02 0.07 -0.34
H -3.17672 1.44366 -4.20343 0.15 0.01 0.35
Lu 1.73959 -0.20488 0.67894 -1.46 -1.67 4.85
O 2.06396 2.04704 0.94132 0.93 0.20 -0.53
H -0.42824 0.31604 -5.01508 0.24 0.10 0.15
H 0.62857 3.39681 -1.91355 -0.10 -0.08 -0.15
C -1.77730 0.60739 -2.78248 -0.14 -0.23 0.28
C 4.15054 2.54809 2.44420 0.53 0.24 1.77
H -0.15085 1.17272 3.98341 0.16 -0.03 0.09
H -1.78594 -0.14335 -3.59748 0.33 0.27 0.58
H -0.91972 -3.69062 0.38377 -0.13 0.01 0.18
H -1.44432 2.54341 -1.17916 -0.23 0.05 0.22
H -1.39668 -4.34209 1.95716 0.02 0.23 -0.19
C -1.88976 -0.10776 -1.47214 2.58 -1.03 1.05
H -3.04028 0.37209 0.24220 0.21 0.37 0.06
C -1.27727 -3.40540 1.38760 -0.36 -0.36 -0.16
C -2.09515 0.70443 -0.21604 -0.48 -0.02 0.46
F 3.83247 3.83099 2.70062 0.24 -1.22 -0.62
P -0.01775 1.24289 -2.81186 -1.83 0.19 -1.98
C -0.21735 -2.20428 -2.47515 0.72 -0.69 0.04
H -4.18067 0.38636 -1.83921 -0.08 0.07 -0.18
C 1.13130 0.46846 -1.70854 0.45 0.70 -0.53
H 3.02313 -1.98626 4.48340 0.09 0.16 -0.29
H 1.86790 -2.96081 -0.49032 0.22 0.37 -0.08
C -3.45139 2.87076 -0.44831 -0.33 0.46 -0.26
O 3.87489 0.52933 0.73823 -0.01 1.64 -0.42
H -2.71874 -0.98428 2.19649 0.08 0.14 0.19
H -0.15275 -3.22528 -2.07338 0.19 0.15 -0.15
C 1.05245 -2.72426 2.22595 -0.16 0.90 -0.07
H 2.30150 -2.08525 -2.00421 0.28 -0.07 0.46
H -1.34038 0.46118 0.56217 0.02 -0.18 -0.31
```
Positions in Å, forces in eV/Å.

The value obtained for the energy is -102873.2417 eV. The calculation puts the relative energy (zero: lowest compared OMol25 entry of this formula, charge and spin) at 1.136 eV. The spin multiplicity is 1. Its HOMO-LUMO gap is 7.04 eV. Its net charge is +1. Its HOMO energy is -9.585 eV.

=====

Entry 2:
DFT (wB97M-V/def2-TZVPD) results for a structure of composition C8H13AsN3OReS4 in a non-equilibrium geometry.

Structure (XYZ):
```
31
Properties=species:S:1:pos:R:3:forces:R:3
S -2.14154 -2.40211 -0.67971 0.41 1.11 0.01
H -2.54954 1.81766 1.98407 0.96 0.58 -0.73
C -0.23229 0.64167 0.58639 -2.01 -0.41 -5.82
C -0.86588 -1.19037 -3.16961 0.62 -0.42 1.50
H -1.65015 3.32671 1.97292 1.12 0.48 0.44
H -1.19658 3.21405 -0.48992 -0.12 -0.32 0.17
As 4.22150 -6.05807 -4.67205 0.34 -1.65 -0.27
H -0.45635 1.69362 3.46292 -0.13 0.52 1.08
H 2.48083 -0.22919 1.25393 0.46 0.41 0.34
Re -0.38154 -1.41506 -1.09517 0.96 -3.06 2.39
N 0.56505 -0.39601 0.43005 0.97 -1.18 1.02
N -0.52594 1.46762 1.43660 -0.65 2.68 4.94
C 0.92146 0.07467 2.88411 -0.67 0.43 -0.59
H -2.62067 1.77698 -1.85790 0.47 -0.80 -0.74
H -0.38720 1.29297 -1.37457 1.30 0.77 -0.49
C -2.32350 1.37509 -0.89975 -0.40 -0.25 4.30
S 0.89370 -3.24323 -1.02261 -1.00 3.14 -0.65
S 5.54109 -4.57231 -5.02136 0.78 2.00 -0.20
H -3.16937 0.70120 -0.38531 2.03 1.36 -1.38
C -1.72924 2.39996 1.44745 -1.07 -2.49 -1.76
H 1.64772 0.03983 3.64646 1.26 0.80 0.94
H 0.22947 -0.58006 3.31381 -1.48 -1.34 0.24
O -1.23382 -1.20777 -4.20410 -0.48 0.21 -1.68
C 0.23462 1.45143 2.70073 2.03 -1.92 -1.06
S 6.32710 -6.50871 -5.31910 -0.80 -0.63 0.21
H -2.84316 3.30554 -0.06944 -0.51 0.19 -0.18
H 1.52778 -1.62301 1.75659 0.62 -0.80 0.56
C -2.00806 2.62222 -0.02754 -1.31 1.06 -0.16
H 1.08126 2.07263 2.49644 0.01 1.50 0.54
C 1.54529 -0.56292 1.66914 -1.65 -0.48 -1.92
N -0.90204 0.71497 -0.75346 -2.04 -1.49 -1.07
```
Positions in Å, forces in eV/Å.

The value obtained for the energy is -121287.0618 eV. The spin multiplicity is 1. Its HOMO-LUMO gap is 2.84 eV. Its net charge is +4. Its HOMO energy is -19.379 eV.

=====

Entry 3:
DFT (wB97M-V/def2-TZVPD) results for an isolated molecule of C9H14N2O2S2 in a non-equilibrium geometry.

Structure (XYZ):
```
29
Properties=species:S:1:pos:R:3:forces:R:3
C 1.29582 1.72837 0.17028 -0.63 1.11 0.10
S -2.53693 -0.88300 -0.00580 -0.05 -0.33 -0.26
H 3.33484 -0.68280 1.37085 0.03 0.09 -0.02
C -2.44427 -1.17192 -1.80100 0.13 0.08 0.90
C 2.05497 0.99163 1.18040 0.27 -0.35 -0.05
H 0.50678 2.25682 -2.86641 -0.07 0.06 -0.17
N 2.35160 1.42649 2.32620 0.20 -0.05 0.72
H -2.23982 -2.22068 -1.97035 0.00 -0.21 -0.08
H -1.33504 -2.89877 0.39284 -0.05 -0.16 0.03
N 1.35083 1.50962 -1.10507 0.63 -0.70 0.27
C 2.44376 -0.41287 0.80692 0.01 -0.18 0.08
C 0.12756 -1.25821 0.20734 0.25 0.12 0.16
H -3.40717 -0.90216 -2.21895 -0.15 0.06 0.09
C -1.17160 -1.86960 0.69593 -0.41 0.53 -0.67
S 0.18997 3.01379 0.62257 0.37 -0.56 -0.52
C 0.54373 2.33415 -1.79443 -0.59 0.62 -0.04
H 0.40830 -1.67959 -0.76011 0.00 0.07 -0.06
H 0.98334 -1.14645 2.18929 -0.03 -0.07 0.09
O -2.26294 0.51071 0.22554 0.23 0.22 -0.03
H 1.68993 -2.40249 1.17057 0.00 -0.03 0.07
H 2.02538 2.36736 2.53944 -0.07 0.07 -0.29
H -1.29160 -1.78665 1.77194 -0.15 0.09 0.15
C 1.30674 -1.38051 1.17394 -0.03 -0.04 -0.26
H 2.65285 -0.45606 -0.26201 0.06 -0.09 0.00
H -0.87851 3.95120 -1.35346 -0.17 0.12 -0.13
C -0.17405 3.21031 -1.03420 0.13 0.02 0.09
H -1.66291 -0.54333 -2.20679 0.18 0.07 -0.06
O -3.78293 -1.40740 0.47670 -0.19 -0.41 -0.01
H -0.07865 -0.19798 0.05784 0.10 -0.15 -0.08
```
Positions in Å, forces in eV/Å.

The value obtained for the energy is -38305.0594 eV. The calculation puts the relative energy (zero: lowest compared OMol25 entry of this formula, charge and spin) at 0.548 eV. The spin multiplicity is 1. Its HOMO-LUMO gap is 9.39 eV. Its net charge is 0. Its HOMO energy is -9.286 eV. The SMILES is [H]/N=C(/CCCCS(C)(=O)=O)c1nccs1.